Computed, not measured: an isolated molecule of C5H5N, with ωB97M-V with the def2-TZVPD basis set.

Each line ends with the natural charge from an NBO analysis.
Atoms and positions in Å:
C: -0.249 1.310 0.126  -0.26
C: -1.200 0.359 -0.075  -0.19
C: -0.844 -1.037 0.021  0.05
N: 0.365 -1.460 0.174  -0.36
C: 1.365 -0.454 0.133  -0.35
C: 1.166 0.985 0.237  -0.09
H: -0.542 2.356 0.206  0.21
H: -2.243 0.618 -0.252  0.22
H: -1.639 -1.784 0.015  0.19
H: 2.358 -0.848 0.353  0.24
H: 1.463 -0.045 -0.939  0.34

The calculation puts the HOMO-LUMO gap at 7.85 eV. The value obtained for the total energy is -6751.869 eV. The LUMO energy is -0.56 eV. The total charge is 0. Its energy above the lowest of the compared OMol25 structures with the same formula, charge and spin is 93.1 kcal/mol. The HOMO energy is -8.41 eV.